This record from the Open Molecules 2025 dataset describes C29H37IN2P2PtSi as an isolated structure. The level of theory is the ωB97M-V functional and the def2-TZVPD basis.

Cartesian coordinates (Å):
Pt -0.459 -0.821 -0.869
C 0.402 -2.791 3.422
C 1.112 -1.589 2.877
C 2.341 -1.173 3.384
C 2.942 -0.051 2.856
C 2.303 0.654 1.847
C 1.072 0.181 1.424
N 0.504 -0.925 1.885
N 0.338 0.783 0.346
Si -1.218 3.379 2.515
C -1.759 1.715 3.160
C -2.512 4.219 1.476
C -0.594 4.488 3.867
H 1.099 -3.592 3.663
H -0.334 -3.150 2.706
H -0.123 -2.529 4.343
H 2.816 -1.736 4.177
H 3.908 0.277 3.219
H 2.755 1.529 1.399
H -1.979 1.006 2.359
H -2.660 1.823 3.768
H -0.988 1.269 3.793
H -2.992 3.552 0.758
H -2.099 5.071 0.931
H -3.294 4.605 2.135
H 0.249 4.048 4.402
H -1.389 4.661 4.597
H -0.290 5.464 3.485
I -2.751 0.514 -0.775
C -1.701 2.182 -1.521
C -2.227 2.802 -2.628
C -1.658 4.005 -3.052
C -0.657 4.587 -2.315
C -0.157 3.973 -1.158
C 0.764 4.695 -0.293
C 0.971 4.262 0.950
C 0.393 2.984 1.435
C 0.052 2.050 0.352
C -0.630 2.701 -0.788
H -3.073 2.382 -3.155
H -2.044 4.496 -3.935
H -0.264 5.553 -2.603
H 1.176 5.631 -0.644
H 1.549 4.843 1.657
H 1.017 2.538 2.202
C -2.537 -2.538 -3.112
P -1.428 -2.664 -1.694
C -2.383 -3.423 -0.357
C -0.174 -3.872 -2.174
C -0.491 -5.144 -2.641
C 0.525 -6.019 -2.991
C 1.853 -5.624 -2.886
C 2.174 -4.357 -2.425
C 1.159 -3.475 -2.065
P 1.477 -1.779 -1.503
C 2.914 -1.880 -0.419
C 2.093 -0.880 -2.953
H -2.873 -3.534 -3.402
H -2.011 -2.082 -3.950
H -3.409 -1.931 -2.869
H -2.797 -4.376 -0.689
H -3.202 -2.771 -0.052
H -1.727 -3.588 0.497
H -1.523 -5.464 -2.727
H 0.282 -7.011 -3.347
H 2.643 -6.308 -3.165
H 3.216 -4.070 -2.357
H 2.683 -2.422 0.497
H 3.263 -0.881 -0.168
H 3.708 -2.397 -0.958
H 2.986 -1.367 -3.347
H 2.342 0.143 -2.669
H 1.326 -0.852 -3.725

Summary:
total energy = -71447.442 eV
Kohn-Sham gap = 7.832 eV
total charge = +2
multiplicity = 1
relative energy (zero: lowest compared OMol25 entry of this formula, charge and spin) = 0.0 kJ/mol
molecular weight = 825.6 g/mol

Population analysis type Mulliken, resulting atomic charges in e:
1 Pt 1.211
2 C -1.243
3 C 0.302
4 C -0.691
5 C -0.804
6 C -0.642
7 C 0.322
8 N -0.119
9 N -0.031
10 Si -0.004
11 C -0.843
12 C -0.972
13 C -1.148
14 H 0.454
15 H 0.071
16 H 0.312
17 H 0.526
18 H 0.486
19 H 0.600
20 H 0.145
21 H 0.501
22 H 0.245
23 H 0.250
24 H 0.320
25 H 0.470
26 H 0.377
27 H 0.402
28 H 0.348
29 I -0.029
30 C 0.664
31 C -0.883
32 C -0.814
33 C -0.954
34 C 0.819
35 C -1.134
36 C -1.313
37 C 0.748
38 C 0.347
39 C -0.290
40 H 0.502
41 H 0.441
42 H 0.471
43 H 0.497
44 H 0.656
45 H 0.712
46 C -1.308
47 P 1.014
48 C -1.124
49 C 0.434
50 C -0.872
51 C -0.866
52 C -0.794
53 C -0.933
54 C 0.461
55 P 0.843
56 C -1.279
57 C -1.342
58 H 0.474
59 H 0.383
60 H 0.424
61 H 0.455
62 H 0.427
63 H 0.196
64 H 0.374
65 H 0.423
66 H 0.428
67 H 0.361
68 H 0.307
69 H 0.401
70 H 0.590
71 H 0.449
72 H 0.401
73 H 0.392

=====

This record from the Open Molecules 2025 dataset describes a single C29H37N5O6S molecule. The level of theory is the ωB97M-V functional and the def2-TZVPD basis.

Cartesian coordinates (Å):
C -1.366 -1.777 3.888
O -1.004 -2.906 3.091
C -0.369 -2.689 1.951
O -0.063 -1.596 1.534
C -0.032 -4.014 1.285
C 0.452 -3.839 -0.122
C 1.589 -3.219 -0.396
C 2.113 -2.877 -1.760
C 1.860 -3.955 -2.811
C 1.498 -1.517 -2.199
C 0.084 -1.658 -2.687
N -0.861 -1.667 -1.853
O -2.140 -1.729 -2.374
C -3.129 -1.726 -1.343
C -3.335 -3.122 -0.758
C -2.792 -0.747 -0.267
C -2.006 0.386 -0.336
N -1.988 0.855 0.923
C -1.340 2.060 1.380
C -0.674 1.807 2.739
O 0.443 0.965 2.647
C -2.382 3.191 1.450
C -3.098 3.289 0.132
C -2.453 3.823 -0.977
C -3.079 3.844 -2.209
C -4.357 3.329 -2.349
C -5.006 2.794 -1.250
C -4.379 2.773 -0.017
N -2.727 0.085 1.707
N -3.205 -0.882 1.008
N 1.605 -0.567 -1.111
S 1.758 1.044 -1.510
O 0.639 1.797 -1.002
O 2.047 1.144 -2.913
C 3.210 1.476 -0.572
C 3.128 1.593 0.802
C 4.272 1.896 1.518
C 5.492 2.082 0.873
C 6.717 2.414 1.669
C 5.548 1.956 -0.510
C 4.408 1.651 -1.235
H -2.071 -1.143 3.343
H -1.831 -2.186 4.781
H -0.476 -1.201 4.151
H 0.748 -4.465 1.906
H -0.910 -4.656 1.344
H -0.189 -4.211 -0.905
H 2.191 -2.851 0.424
H 3.192 -2.717 -1.674
H 0.796 -4.116 -2.961
H 2.311 -4.893 -2.496
H 2.299 -3.660 -3.762
H 2.095 -1.104 -3.018
H -0.080 -1.715 -3.764
H -4.037 -1.406 -1.873
H -3.611 -3.821 -1.543
H -2.413 -3.450 -0.288
H -4.117 -3.081 -0.006
H -1.468 0.856 -1.129
H -0.573 2.299 0.635
H -1.422 1.394 3.431
H -0.305 2.754 3.141
H 0.179 0.124 2.233
H -1.868 4.126 1.679
H -3.091 2.971 2.251
H -1.449 4.208 -0.875
H -2.565 4.257 -3.065
H -4.845 3.342 -3.313
H -6.002 2.387 -1.353
H -4.884 2.343 0.837
H 0.934 -0.746 -0.375
H 2.182 1.451 1.303
H 4.218 1.991 2.592
H 6.908 1.639 2.410
H 7.589 2.507 1.027
H 6.575 3.353 2.203
H 6.487 2.099 -1.024
H 4.425 1.555 -2.309

Summary:
total energy = -61242.106 eV
Kohn-Sham gap = 9.410 eV
SMILES = COC(=O)C/C=C/[C@@H](C)[C@@H](/C=N/O[C@@H](C)c1cn([C@H](CO)Cc2ccccc2)nn1)NS(=O)(=O)c1ccc(C)cc1
multiplicity = 1
relative energy (zero: lowest compared OMol25 entry of this formula, charge and spin) = 0.0 kJ/mol
molecular weight = 583.7 g/mol

Population analysis type Mulliken, resulting atomic charges in e:
1 C -0.586
2 O -0.376
3 C 0.366
4 O -0.080
5 C -1.596
6 C 0.037
7 C -0.289
8 C 0.320
9 C -1.776
10 C -0.467
11 C -1.306
12 N 0.696
13 O -0.533
14 C 0.301
15 C -1.262
16 C -0.979
17 C 0.111
18 N 2.282
19 C 0.694
20 C -1.344
21 O -0.502
22 C -1.565
23 C 0.599
24 C -0.129
25 C -0.761
26 C -0.462
27 C -0.683
28 C -0.245
29 N -1.074
30 N -0.509
31 N 0.237
32 S 1.155
33 O -0.489
34 O -0.777
35 C -0.183
36 C -0.234
37 C -0.971
38 C 1.051
39 C -1.397
40 C -0.797
41 C -0.752
42 H 0.245
43 H 0.307
44 H 0.280
45 H 0.462
46 H 0.334
47 H 0.401
48 H 0.284
49 H 0.579
50 H 0.339
51 H 0.426
52 H 0.446
53 H 0.765
54 H 0.506
55 H 0.309
56 H 0.368
57 H 0.075
58 H 0.420
59 H 0.854
60 H -0.088
61 H 0.244
62 H 0.587
63 H 0.337
64 H 0.498
65 H 0.421
66 H 0.386
67 H 0.414
68 H 0.397
69 H 0.405
70 H 0.355
71 H 0.016
72 H 0.598
73 H 0.470
74 H 0.330
75 H 0.352
76 H 0.329
77 H 0.329
78 H 0.495

=====

Which value of Kohn-Sham gap does entry 2 give? 9.410 eV